Entry 1:
Computed, not measured: a structure of composition C5H4KLiO7 at a distorted geometry, with ωB97M-V/def2-TZVPD.

Output
LUMO level, eV: -1.18
ΔE to the lowest compared entry with this formula, charge and spin, eV: 0.222
F_max, eV Å⁻¹: 3.40
Orbital gap, eV: 6.620
Total charge: 0
DFT total energy, a.u.: -1327.1767

Structure (XYZ):
```
18
C5H4KLiO7 | the OMol25 dataset | ωB97M-V/def2-TZVPD
K 4.83015 2.27645 -3.61497
O 3.99746 1.13165 -0.91799
O -0.46373 -1.92579 2.33225
O -1.12460 -0.65495 0.55297
O 2.22612 0.73679 0.33721
O 1.99724 1.54345 -1.76101
O -4.68923 -0.90896 -0.78125
O -2.51552 -0.95683 2.18754
C -5.53998 -1.56997 -1.21064
C 0.19362 -0.54060 0.04862
C 2.74532 1.13831 -0.83869
C 0.81656 0.76845 0.51320
C -1.34357 -1.22333 1.82288
Li -3.07132 -0.37523 0.43419
H 0.64885 0.90184 1.58864
H 0.37793 1.61428 -0.03045
H 0.11509 -0.56325 -1.04432
H 0.79960 -1.39234 0.38181
```

Per-atom Löwdin charges, elementary charge units:
1. K 0.9289
2. O -0.1094
3. O 0.0467
4. O -0.1491
5. O 0.0050
6. O -0.0744
7. O -0.0351
8. O -0.1029
9. C 0.1140
10. C -0.1594
11. C -0.8197
12. C -0.1518
13. C -0.7692
14. Li 0.7502
15. H 0.1379
16. H 0.1241
17. H 0.1287
18. H 0.1355



Entry 2:
Computed, not measured: a structure of composition C27H28FN3O2SY, with ωB97M-V/def2-TZVPD.

Output
LUMO level, eV: -2.91
ΔE to the lowest compared entry with this formula, charge and spin, eV: 0.000
F_max, eV Å⁻¹: 0.76
Orbital gap, eV: 7.105
Total charge: +1
DFT total energy, a.u.: -1896.6919

Structure (XYZ):
```
63
C27H28FN3O2SY | the OMol25 dataset | ωB97M-V/def2-TZVPD
Y -0.51380 -0.30355 -0.05524
S -0.08243 1.12937 -2.29428
F -4.01488 3.07711 4.88009
O 5.46913 -2.21134 -2.39997
O -1.07190 -1.55594 -1.78490
N -1.53991 -1.03214 -2.91593
N 4.03789 -0.57084 -3.02995
N 1.34451 -1.96506 -0.13114
C -2.49931 -0.05343 -5.28124
C -2.80409 -0.17819 0.46207
C -3.76256 2.29102 3.81579
C 0.63571 2.22919 0.99732
C -2.38639 -1.78183 -3.65391
C -1.64158 0.69826 -4.51373
C 0.63437 0.46769 2.68677
C 3.30451 -2.28042 -1.46673
C 0.01049 1.54764 2.04779
C 2.26669 -1.50756 -0.98208
C -3.36793 0.12537 2.89817
C 1.90799 0.09289 2.26650
C 3.39914 -3.59821 -1.03855
C -3.63766 0.92730 3.99713
C -3.21519 0.66089 1.61568
C -2.88286 -1.31980 -4.84031
C 1.42532 -3.24499 0.24934
C -3.38828 2.04312 1.47646
C 3.97903 0.40267 0.87973
C -0.04284 -0.24186 3.83014
C 4.36157 -1.72500 -2.38446
C -1.14799 0.20970 -3.29959
C -0.02764 3.43146 0.37884
C 1.90345 1.80575 0.58578
C -3.65421 2.86240 2.56381
C 2.56565 0.76523 1.23486
C 2.43693 -4.08895 -0.17299
H -3.31728 2.48483 0.48807
H 2.40314 2.33731 -0.21673
H -3.79083 3.92962 2.44842
H -3.20008 0.24800 -0.47258
H -3.56002 -1.93833 -5.40941
H -0.16198 4.20965 1.13121
H 0.57003 3.83537 -0.43592
H -1.33167 1.68715 -4.81716
H 4.66687 0.87026 1.58740
H 0.65734 -3.60149 0.92555
H 4.24669 0.74583 -0.11946
H -3.22514 -1.18864 0.53747
H -1.01625 3.18347 -0.00910
H 2.41441 -0.72408 2.76894
H -3.76405 0.50696 4.98638
H -0.52112 0.47580 4.49523
H 4.22366 -4.20555 -1.38864
H 0.67517 -0.82863 4.40070
H 4.72895 -0.20397 -3.66504
H -2.61591 -2.74452 -3.22415
H 2.18146 -0.46327 -1.26442
H 4.14045 -0.67378 0.94098
H -0.83062 -0.91294 3.48071
H -3.28233 -0.94691 3.03893
H -0.96049 1.88417 2.39899
H -2.87779 0.33990 -6.21445
H 3.08126 -0.30259 -3.18805
H 2.46517 -5.11155 0.17481
```

Per-atom Löwdin charges, elementary charge units:
1. Y 1.3964
2. S 0.6537
3. F 0.0606
4. O 0.0941
5. O -0.2926
6. N -0.1901
7. N 0.1846
8. N -0.0324
9. C -0.0369
10. C -0.2581
11. C -0.2922
12. C -0.3193
13. C 0.0018
14. C -0.0721
15. C -0.2852
16. C -0.1029
17. C -0.0690
18. C -0.1260
19. C -0.0756
20. C -0.0191
21. C 0.0389
22. C -0.0115
23. C -0.3618
24. C -0.0306
25. C -0.0974
26. C -0.0781
27. C -0.0260
28. C -0.0203
29. C -0.4957
30. C -0.6340
31. C -0.0432
32. C -0.0344
33. C -0.0095
34. C -0.2742
35. C -0.0127
36. H 0.1097
37. H 0.1314
38. H 0.1227
39. H 0.0466
40. H 0.1194
41. H 0.1003
42. H 0.0825
43. H 0.1128
44. H 0.1017
45. H 0.1220
46. H 0.0837
47. H 0.0482
48. H 0.0606
49. H 0.1329
50. H 0.1234
51. H 0.0936
52. H 0.1362
53. H 0.0869
54. H 0.1228
55. H 0.1447
56. H 0.0706
57. H 0.0852
58. H 0.0727
59. H 0.1115
60. H 0.1164
61. H 0.1211
62. H 0.0914
63. H 0.1195



Entry 3:
Computed, not measured: a cluster of 2 separate species, C2HClO4 in total at a distorted geometry, with ωB97M-V/def2-TZVPD.

Output
LUMO level, eV: 0.22
SMILES: O=C(O)Cl.O=C=O
ΔE to the lowest compared entry with this formula, charge and spin, eV: 0.325
F_max, eV Å⁻¹: 2.79
Orbital gap, eV: 11.558
Total charge: 0
DFT total energy, a.u.: -838.0051

Structure (XYZ):
```
8
C2HClO4 | the OMol25 dataset | ωB97M-V/def2-TZVPD
Cl -0.61784 1.97834 0.39938
O -2.47549 -1.54038 0.22947
O 0.20883 -0.23500 -0.57584
O -3.94460 0.26327 0.24359
O -1.43373 0.85030 -1.69955
C -0.65108 0.70926 -0.80859
C -3.18452 -0.62324 0.24728
H 0.74114 -0.41688 0.19607
```

Per-atom Löwdin charges, elementary charge units:
1. Cl 0.7085
2. O 0.2041
3. O 0.0917
4. O 0.2018
5. O 0.0695
6. C -0.9794
7. C -0.4273
8. H 0.1311



Entry 4:
Computed, not measured: an isolated molecule of C6H11NO2 at a distorted geometry, with ωB97M-V/def2-TZVPD.

Output
LUMO level (spin up / spin down), eV: -0.98 / -0.97
ΔE to the lowest compared entry with this formula, charge and spin, eV: 4.971
F_max, eV Å⁻¹: 3.29
Orbital gap (spin up / spin down), eV: 6.863 / 6.869
Total charge: 0
DFT total energy, a.u.: -440.3046

Structure (XYZ):
```
20
C6H11NO2 | the OMol25 dataset | ωB97M-V/def2-TZVPD
O -0.18924 -1.83873 -0.82752
O -1.95914 -0.39282 -1.24577
N -1.97149 0.56001 1.38571
C -0.66562 -0.67851 -0.72351
C 0.25658 0.51259 -1.32521
C -0.80373 -0.17235 1.01103
C 1.70847 -0.03670 1.27565
C 1.41510 0.19201 -1.92701
C 0.41220 0.60125 0.94752
H -2.71683 -0.00176 1.78722
H -0.71948 -1.10752 1.56634
H -2.49680 0.99068 0.62872
H 2.55006 0.53130 0.87841
H 0.35158 1.68458 0.98988
H 1.93589 0.85878 -2.60527
H -0.22081 1.45980 -1.55957
H 1.71458 -1.05952 0.88357
H -2.19933 -1.22738 -1.68179
H 1.79439 -0.05800 2.36933
H 1.80360 -0.81770 -1.82770
```

Per-atom Löwdin charges, elementary charge units:
1. O -0.0363
2. O 0.0018
3. N 0.0383
4. C -0.6439
5. C -0.1111
6. C -0.2624
7. C -0.0622
8. C 0.0476
9. C -0.0566
10. H 0.0805
11. H 0.1537
12. H 0.0769
13. H 0.0836
14. H 0.1353
15. H 0.0622
16. H 0.1095
17. H 0.0963
18. H 0.1140
19. H 0.1023
20. H 0.0704